[1]
The following is a DFT calculation (ωB97M-V/def2-TZVPD) of a cluster of 2 separate species, CH5NO2 in total.

HOMO level: -0.3765 Eh
SMILES: NC=O.O

Each line ends with the natural charge from an NBO analysis.
CARTESIAN COORDINATES (ANGSTROEM)
H: -1.46492 -1.21042 -0.06241  0.4825
N: 0.63398 1.24299 0.18815  -0.8184
O: 0.82415 -0.77048 1.21121  -0.6182
C: 1.32345 0.14375 0.59937  0.5315
O: -1.90624 -0.88380 -0.85619  -0.9553
H: -2.48538 -1.59721 -1.13842  0.4716
H: 2.37882 0.15992 0.30601  0.1045
H: 1.05865 1.77163 -0.55226  0.3943
H: -0.36251 1.14362 0.30453  0.4075

***

[2]
The following is a DFT calculation (ωB97M-V/def2-TZVPD) of a cluster of 2 separate species, CH5NO2 in total.

net charge: +1
HOMO level (spin up / spin down): -0.5913 / -0.5912 Eh
spin multiplicity: 2
expectation value of S²: 0.755

Each line ends with the natural charge from an NBO analysis.
CARTESIAN COORDINATES (ANGSTROEM)
O: -0.16766 -1.85570 -0.50713  -0.9840
H: -0.12992 -2.11659 -1.44699  0.5038
C: -0.23092 0.60629 0.50635  0.4910
H: -1.30966 1.71494 -0.75657  0.4497
N: -0.41867 1.26445 -0.61473  -0.6681
H: -1.09688 0.17963 1.01543  0.2903
H: 0.37838 1.72929 -1.01985  0.4387
O: 0.92535 0.47043 0.95021  -0.0163
H: 0.52148 -2.32967 -0.01673  0.4949

***

[3]
The following is a DFT calculation (ωB97M-V/def2-TZVPD) of an isolated molecule of CH5NO2S.

HOMO level: -0.3823 Eh
SMILES: CS(N)(=O)=O

Each line ends with the natural charge from an NBO analysis.
CARTESIAN COORDINATES (ANGSTROEM)
S: 0.70676 -0.12044 -0.15252  2.1982
O: 1.56132 -1.44393 -0.23180  -0.9032
O: 1.47357 1.00220 -0.57717  -0.9313
H: -0.48986 0.92041 1.44813  0.3799
C: -0.80017 -0.17222 -0.99788  -0.8795
H: -0.96278 0.76991 -1.47777  0.2623
H: -1.35855 -0.12763 -0.13396  0.2450
H: 0.77251 0.16993 2.17460  0.4113
N: 0.06274 0.07467 1.42959  -1.0529
H: -0.96553 -1.07290 -1.48122  0.2701

***

Going through the records in order, we get molar mass values of 63.06 63.06 95.12 g mol⁻¹.
Going through the records in order, we get largest force on an atom values of 0.019 0.029 0.141 hartree/bohr.
Going through the records in order, we get energy above the lowest of the compared OMol25 structures with the same formula, charge and spin values of 0.248 0.336 2.219 eV.